Version 1
DFT (the ωB97M-V functional and the def2-TZVPD basis) results for a cluster of 2 separate species, C6H12N2 in total.

Positions of all 20 atoms, in Å:
C 1.645 -1.604 1.964
C 0.469 -0.870 1.395
C -0.859 -1.156 1.687
N -1.644 -0.087 1.168
C -0.721 0.796 0.618
N 0.596 0.397 0.781
H 2.502 -0.840 2.061
H 1.998 -2.482 1.498
H 1.477 -1.969 2.947
H -1.075 -2.033 2.194
H -2.690 0.250 1.131
H -0.846 1.504 -0.179
C 0.363 1.717 -2.704
C -0.060 0.546 -3.635
H 0.285 2.693 -3.242
H -0.080 1.457 -1.779
H 1.450 1.648 -2.537
H -0.652 0.949 -4.558
H -0.804 0.072 -3.089
H 0.745 0.002 -4.037

Calculated values
Structure (SMILES): Cc1c[nH]cn1.CC
2S+1: 1
Gap between HOMO and LUMO (eV): 9.3727
Lowest unoccupied orbital energy (eV): 0.8018

=====

Version 2
DFT (the ωB97M-V functional and the def2-TZVPD basis) results for the molecule C6H12N2.

Positions of all 20 atoms, in Å:
H -0.055 -2.561 0.319
N -0.802 -1.880 0.254
C -0.485 -0.673 0.233
N 0.582 0.034 -0.096
C 2.036 -0.761 0.076
C 3.135 0.237 -0.212
C -1.772 0.471 0.132
C -1.766 1.588 0.840
C -2.890 0.016 -0.740
H 0.666 0.986 0.220
H 2.006 -1.570 -0.656
H 2.132 -1.190 1.079
H 3.008 0.676 -1.201
H 3.132 1.041 0.525
H 4.116 -0.239 -0.176
H -2.634 2.236 0.887
H -0.911 1.921 1.413
H -3.132 -1.019 -0.500
H -3.778 0.637 -0.609
H -2.589 0.050 -1.788

Calculated values
Structure (SMILES): [H]/N=C(\NCC)C(=C)C
2S+1: 1
Gap between HOMO and LUMO (eV): 9.9851
Lowest unoccupied orbital energy (eV): 0.8387

=====

Version 3
DFT (the ωB97M-V functional and the def2-TZVPD basis) results for a cluster of 3 separate species, C6H12N2 in total.

Positions of all 20 atoms, in Å:
C -0.675 0.937 -1.431
C -2.974 0.215 0.148
C 1.878 -1.763 0.055
N -0.794 -0.068 -0.375
C -0.604 0.094 0.848
C 1.568 -0.321 0.157
C 2.363 0.729 0.154
N -0.707 0.043 2.067
H 0.160 -0.007 2.593
H -1.486 0.786 -2.142
H 0.269 0.773 -1.947
H -0.720 1.956 -1.045
H -3.099 1.273 0.349
H -3.185 -0.449 0.975
H -3.312 -0.121 -0.823
H 2.964 -1.944 0.026
H 1.469 -2.319 0.904
H 1.437 -2.192 -0.848
H 1.996 1.752 0.200
H 3.453 0.624 0.133

Calculated values
2S+1: 1
Gap between HOMO and LUMO (spin up / spin down) (eV): 7.5817 / 8.5579
Lowest unoccupied orbital energy (spin up / spin down) (eV): 0.3943 / 0.9096

=====

Quick look at relative energies in eV: version 1 0.234; version 2 0.000; version 3 4.965.

=====

Version 1
DFT (the ωB97M-V functional and the def2-TZVPD basis) results for the ion C4H11N2O2 with charge +1.

Positions of all 19 atoms, in Å:
N -0.465 -2.075 1.507
C 0.316 -1.021 1.208
O 0.421 -0.042 1.943
C 0.917 -0.944 -0.182
C 0.313 0.258 -0.899
N 0.934 1.495 -0.265
C -1.163 0.450 -0.785
O -1.418 1.824 -1.076
H -0.852 -2.079 2.438
H -0.258 -2.953 1.053
H 0.902 -1.825 -0.825
H 1.970 -0.753 -0.029
H 0.630 0.291 -1.929
H 0.488 2.362 -0.568
H 1.931 1.527 -0.483
H 0.791 1.376 0.765
H -1.571 0.177 0.201
H -1.696 -0.172 -1.508
H -2.189 2.104 -0.565

Calculated values
Structure (SMILES): NC(=O)C[C@H]([NH3+])CO
2S+1: 1
Net charge: +1
Gap between HOMO and LUMO (eV): 11.5896
Lowest unoccupied orbital energy (eV): -2.9730

=====

Version 2
DFT (the ωB97M-V functional and the def2-TZVPD basis) results for a cluster of 3 separate species, C4H11N2O2 in total.

Positions of all 19 atoms, in Å:
C -1.184 -1.140 -2.577
C -0.379 -0.609 -1.489
C 0.092 -1.366 -0.399
N 0.699 -0.492 0.555
C 0.547 0.785 0.057
N -0.096 0.686 -1.152
H -2.138 -1.486 -2.347
H -0.726 -1.905 -3.184
H -1.526 -0.423 -3.269
H -0.053 -2.468 -0.362
H 1.360 -0.643 1.381
H 0.925 1.680 0.405
H -0.583 1.311 -1.578
H 2.153 0.410 3.592
H 3.405 0.672 2.385
O 2.702 0.091 2.780
H -1.187 1.410 2.230
H -2.489 1.699 1.525
O -1.523 1.788 1.447

Calculated values
2S+1: 1
Net charge: +1
Gap between HOMO and LUMO (eV): 10.4008
Lowest unoccupied orbital energy (eV): -2.9946

=====

Version 3
DFT (the ωB97M-V functional and the def2-TZVPD basis) results for the ion C4H11N2O2 with charge +1.

Positions of all 19 atoms, in Å:
N -2.435 0.733 0.100
C -1.274 1.257 -0.303
O -1.112 2.430 -0.584
C -0.099 0.294 -0.543
N 0.714 1.000 -1.591
C 0.788 -0.116 0.665
C 0.696 -1.620 0.886
O 1.471 -1.898 2.050
H -2.586 -0.208 0.419
H -3.211 1.372 0.205
H -0.575 -0.570 -1.005
H 0.174 1.202 -2.427
H 1.481 0.399 -1.903
H 1.081 1.872 -1.222
H 0.348 0.425 1.506
H 1.812 0.199 0.559
H 1.116 -2.219 0.072
H -0.344 -1.826 1.128
H 1.955 -2.726 1.988

Calculated values
Structure (SMILES): NC(=O)[C@@H]([NH3+])CCO
2S+1: 1
Net charge: +1
Gap between HOMO and LUMO (eV): 10.6106
Lowest unoccupied orbital energy (eV): -3.5409

=====

Quick look at relative energies in eV: version 1 0.000; version 2 1.436; version 3 0.773.

=====

Version 1
DFT (the ωB97M-V functional and the def2-TZVPD basis) results for a cluster of 2 separate species, C4H11N2O2 in total.

Positions of all 19 atoms, in Å:
C -0.497 -0.663 -0.762
C 1.171 -1.161 0.343
C -0.979 -0.413 1.638
C -0.840 1.610 -1.464
N 0.654 -1.516 -0.983
N -0.134 -0.238 0.539
O 2.367 -0.435 0.333
O 0.028 2.156 -0.562
H -1.583 -0.909 -0.959
H 1.170 -2.009 1.001
H -1.924 -0.014 1.160
H -1.110 -1.446 1.913
H -0.728 0.260 2.408
H -1.870 1.597 -0.943
H -0.600 1.705 -2.497
H 1.133 -1.498 -1.814
H 0.157 0.805 0.555
H 3.012 -0.634 1.104
H 0.575 2.802 -1.011

Calculated values
2S+1: 1
Net charge: +1
Gap between HOMO and LUMO (spin up / spin down) (eV): 8.5479 / 8.5307
Lowest unoccupied orbital energy (spin up / spin down) (eV): -3.3371 / -3.3519

=====

Version 2
DFT (the ωB97M-V functional and the def2-TZVPD basis) results for the ion C4H11N2O2 with charge +1.

Positions of all 19 atoms, in Å:
C 1.313 -1.963 0.250
O 0.738 -0.905 -0.535
C 0.368 0.270 0.096
N 1.316 1.066 0.771
C -1.047 0.118 0.878
N -1.779 0.810 -0.236
C -0.447 1.084 -1.061
O -0.544 0.568 -2.281
H 0.499 -2.149 1.038
H 2.372 -1.658 0.456
H 1.306 -2.743 -0.417
H 1.524 0.842 1.696
H 2.182 1.182 0.212
H -1.271 -0.993 0.998
H -1.156 0.702 1.817
H -2.651 0.354 -0.720
H -2.231 1.645 0.283
H -0.127 2.126 -1.193
H -0.364 -0.357 -2.052

Calculated values
Structure (SMILES): CO[C@]1(N)C[NH2+][C@@H]1O
2S+1: 1
Net charge: +1
Gap between HOMO and LUMO (eV): 10.8487
Lowest unoccupied orbital energy (eV): -3.3642

=====

Quick look at relative energies in eV: version 1 2.676; version 2 0.000.

=====

Version 1
DFT (the ωB97M-V functional and the def2-TZVPD basis) results for the molecule C4H6O4.

Positions of all 14 atoms, in Å:
O -0.508 -0.402 -2.587
C -0.524 -0.707 -1.395
O -0.504 -1.948 -0.912
C -0.661 0.389 -0.420
C 0.468 1.055 0.308
O 1.751 0.608 0.144
C -0.432 0.203 1.060
O 0.084 -1.033 1.503
H -0.458 -1.729 0.084
H -1.507 0.983 -0.689
H 0.366 2.161 0.320
H 1.977 0.670 -0.827
H -1.076 0.657 1.841
H 1.025 -0.908 1.571

Calculated values
Structure (SMILES): O=C(O)[C@@H]1[C@H](O)[C@@H]1O
2S+1: 1
Gap between HOMO and LUMO (eV): 10.6124
Lowest unoccupied orbital energy (eV): 0.4174

=====

Version 2
DFT (the ωB97M-V functional and the def2-TZVPD basis) results for the molecule C4H6O4.

Positions of all 14 atoms, in Å:
C -1.213 0.166 -1.429
O 0.245 0.354 -1.501
C 0.834 0.000 -0.441
O 0.594 1.126 0.540
C 0.340 0.381 1.764
O -0.275 -0.772 1.432
C 0.365 -1.100 0.331
O 0.610 -2.136 -0.333
H -1.508 1.126 -2.151
H -1.464 0.674 -0.372
H -1.222 -1.039 -1.611
H 1.940 -0.108 -0.847
H 1.176 0.484 2.354
H -0.423 0.843 2.265

Calculated values
Structure (SMILES): CO[C@H]1OCOC1=O
2S+1: 1
Gap between HOMO and LUMO (eV): 10.9281
Lowest unoccupied orbital energy (eV): 0.5794

=====

Quick look at relative energies in eV: version 1 0.000; version 2 3.345.